[1]
44
Properties=species:S:1:pos:R:3 method="wB97M-V/def2-TZVPD" total_energy_ha=-1141.5783 total_charge=0 e_lumo_ha=0.012 smiles="NC(=O)CC[C@H](N)C(=O)N[C@@H](Cc1c[nH]c2ccccc12)C(=O)O" homo_lumo_gap_ev=8.65 e_homo_ev=-8.320
N 1.08941 1.10719 0.54260
C 0.11479 2.00635 0.94398
O -0.31519 1.86105 2.09222
C -0.56145 3.10292 0.13439
C -2.13420 2.93272 0.18863
C -2.76938 1.53995 -0.14877
N -2.91147 0.70015 1.02610
C -1.88416 0.90537 -1.41089
O -1.60900 1.67835 -2.35963
N -1.59427 -0.32697 -1.33040
C -0.49774 -0.73850 -2.16970
C 0.12563 -1.97683 -1.47144
C 0.43132 -1.82098 0.03599
C -0.45653 -1.48637 1.07216
N 0.26075 -1.05042 2.19488
C 1.59093 -1.23424 2.04183
C 2.68372 -1.36445 2.99420
C 3.91909 -1.69159 2.36298
C 4.04146 -1.99254 1.00650
C 2.98691 -2.05705 0.10026
C 1.73153 -1.81676 0.67233
C -1.31871 -1.02519 -3.48459
O -1.55184 -2.13899 -3.81943
O -1.57119 0.08623 -4.17278
H 1.08930 0.24871 0.72202
H 1.82045 1.50971 0.04102
H -0.27075 2.92685 -0.94536
H -0.41412 4.22909 0.30539
H -2.23430 3.66981 -0.63482
H -2.49546 3.44405 1.16453
H -3.59713 1.83624 -0.68274
H -2.16282 1.03264 1.70517
H -2.86071 -0.29043 0.80088
H -2.08756 -1.02119 -0.81686
H 0.19836 0.07730 -2.16426
H 1.04774 -2.16157 -2.04172
H -0.59882 -2.78549 -1.71652
H -1.51297 -1.50770 1.33149
H -0.03458 -0.36611 2.91841
H 2.62402 -1.35994 4.11485
H 4.87499 -1.34650 2.88164
H 5.11521 -2.11541 0.58353
H 3.25984 -2.09974 -1.00690
H -1.56109 0.88027 -3.60119

***

[2]
47
Properties=species:S:1:pos:R:3 method="wB97M-V/def2-TZVPD" total_energy_ha=-1690.3825 total_charge=0 e_lumo_ha=-0.020 smiles="Cc1cccc2c1/C(=N/NC(N)=S)C(=O)N2[C@@H]1O[C@H](CO)[C@H](O)[C@H](O)[C@H]1O" homo_lumo_gap_ev=7.46 e_homo_ev=-8.022
C -3.45766 -3.04498 0.42642
C -2.01617 -2.66318 0.34890
C -0.99122 -3.59791 0.45155
C 0.34067 -3.22603 0.36004
C 0.71774 -1.90121 0.17557
C -0.28813 -0.96144 0.09362
C -1.64389 -1.33555 0.16382
C -2.42295 -0.13417 -0.00591
N -3.71013 -0.04971 -0.00912
N -4.30156 1.12522 -0.18749
C -5.66300 1.21615 -0.19603
N -6.33266 0.06630 -0.01694
S -6.39232 2.67373 -0.42631
C -1.44857 0.97566 -0.18421
O -1.68648 2.15393 -0.38424
N -0.19905 0.41573 -0.09705
C 0.99734 1.19747 -0.10461
O 1.84778 0.70138 -1.11283
C 3.03486 1.44835 -1.24197
C 3.78960 0.91842 -2.46699
O 4.33086 -0.36068 -2.21208
C 3.85633 1.40171 0.05906
O 4.20199 0.09761 0.45470
C 3.00076 1.98559 1.19403
O 3.67190 1.93965 2.42430
C 1.68670 1.18832 1.27304
O 0.80912 1.74692 2.21348
H -3.96637 -2.75316 -0.49099
H -3.57045 -4.11575 0.57390
H -3.93521 -2.51689 1.25008
H -1.24099 -4.63861 0.59745
H 1.10672 -3.98374 0.43137
H 1.75508 -1.62637 0.08135
H -3.75008 1.97681 -0.31877
H -7.33550 0.07926 0.00401
H -5.81028 -0.78110 0.13750
H 0.68647 2.23372 -0.33056
H 2.78443 2.50562 -1.44196
H 3.07564 0.87922 -3.29622
H 4.59344 1.62585 -2.71483
H 4.56029 -0.78187 -3.04592
H 4.76575 2.01206 -0.07177
H 4.39992 -0.40858 -0.34704
H 2.77406 3.04073 1.00426
H 4.10287 1.07503 2.47714
H 1.92895 0.14980 1.54823
H 1.34339 2.05069 2.96007

***

[3]
45
Properties=species:S:1:pos:R:3 method="wB97M-V/def2-TZVPD" total_energy_ha=-1175.4680 total_charge=0 e_lumo_ha=0.016 homo_lumo_gap_ev=8.66 e_homo_ev=-8.223
C 0.70468 3.33850 1.91036
N 1.12012 1.97087 1.84719
C 0.34025 0.89365 1.40280
C 0.70752 -0.30948 1.53867
C 2.01955 -0.57195 1.96588
O 2.39691 -1.83648 2.22425
N 2.64848 0.40598 2.66309
C 2.56439 1.69384 2.40037
O 3.35597 2.51938 2.83094
H 3.64606 0.14233 2.81579
N -0.25980 -1.19747 1.12993
C -1.09404 -0.10003 0.74940
N -0.85459 1.36207 0.93531
N -2.49774 -0.45339 0.26181
H -2.50643 -1.16697 -0.31918
C -3.42942 0.72683 -0.00776
H -4.52168 0.49675 -0.02945
C -3.20460 1.22188 -1.50339
N -3.66859 0.10633 -2.63673
H -3.71180 0.49328 -3.36302
H -3.03773 -0.59182 -2.52122
H -2.07700 1.28124 -1.54429
H -3.68887 2.00110 -1.69580
H -3.24915 1.46088 0.69950
C -0.19460 -2.52818 0.76671
C 0.14334 -2.97128 -0.47100
O -0.62510 -2.32318 -1.53021
C -0.11660 -1.50526 -2.25439
C -0.90768 -1.12518 -3.26399
C -0.70367 -0.00330 -4.12737
C 0.38625 0.83385 -3.76532
C 1.11097 0.76501 -2.60592
C 0.76026 -0.48905 -1.80153
H 1.32839 -0.45519 -0.87962
H 1.74460 1.47264 -2.18309
H 0.52842 1.60458 -4.31667
H -1.04914 0.18733 -5.20317
H -1.75039 -1.98935 -3.55410
H 1.24723 -2.68948 -0.43335
H 0.16733 -4.14925 -0.27800
H -0.05044 -2.89931 1.78274
H -1.53206 -2.87333 1.25060
H 0.51300 3.66372 0.97112
H 1.59295 4.12801 2.25801
H 0.08456 3.53272 2.59357

***

[4]
53
Properties=species:S:1:pos:R:3 method="wB97M-V/def2-TZVPD" total_energy_ha=-3856.7336 total_charge=0 e_lumo_ha="-0.096 / -0.098" spin_multiplicity=2 homo_lumo_gap_ev="6.08 / 5.83" e_homo_ev="-8.705 / -8.494"
Pt 0.87096 -0.95917 -0.10454
O 3.50716 -0.04757 3.36306
C 2.77966 -0.04287 2.39126
O 2.68186 -0.86597 1.46216
C 1.81746 1.21763 2.27746
P 0.23996 0.70863 1.53176
C -0.76334 -0.04867 2.82596
C -0.23144 -0.59937 3.98736
C -1.07374 -1.24097 4.87926
C -2.42884 -1.35147 4.61066
C -2.95944 -0.80167 3.45346
C -2.12914 -0.15887 2.55876
C -0.57234 2.29743 1.20476
C -0.63264 2.80893 -0.08224
C -1.22814 4.03533 -0.30874
C -1.74844 4.75723 0.75156
C -1.67594 4.25093 2.03996
C -1.08784 3.02353 2.27266
H 2.31366 1.91943 1.60026
H 1.67586 1.68873 3.25276
H 0.82676 -0.53647 4.19306
H -0.66644 -1.66477 5.78416
H -3.07614 -1.86847 5.30206
H -4.01394 -0.88377 3.24076
H -2.51884 0.26183 1.64166
H -0.24404 2.21813 -0.89474
H -1.28734 4.42053 -1.31524
H -2.22004 5.71063 0.57396
H -2.07904 4.81273 2.86736
H -1.03694 2.61983 3.27196
N 1.78836 -0.86097 -5.00014
C 0.95646 -1.28577 -3.84174
C 0.08706 -2.43887 -4.28174
P 2.28566 -1.80247 -2.62844
O 1.63016 -3.13057 -1.92504
O 3.38666 -2.20357 -3.55124
O 2.59466 -0.79537 -1.56644
P -0.07434 0.17503 -3.29254
O 0.86936 1.34113 -4.00764
O -1.40244 0.12293 -3.90854
O 0.07146 0.43213 -1.81754
H 2.71586 -1.35317 -4.78304
H 1.87856 0.16593 -4.94344
H 1.37746 -1.12907 -5.89574
H 0.70016 -3.21227 -4.74464
H -0.67134 -2.07967 -4.97754
H -0.44144 -2.87847 -3.43874
H 2.34536 -3.76347 -1.82964
H 0.86076 2.12123 -3.45414
S -2.51954 -4.14557 1.24696
Sb -0.74754 -4.09017 -0.32574
S 0.68346 -3.02137 1.33156
S -1.41404 -1.84907 -0.99724

***

[5]
37
Properties=species:S:1:pos:R:3 method="wB97M-V/def2-TZVPD" total_energy_ha=-696.5110 total_charge=+1 e_lumo_ha="-0.151 / -0.296" spin_multiplicity=2 homo_lumo_gap_ev="6.87 / 2.92" e_homo_ev="-10.981 / -10.977"
C -1.24844 1.06474 0.02345
C -1.77086 1.80511 1.30883
C -2.02724 0.65448 -1.22598
C -2.85277 -0.48733 -1.17893
C -2.12718 1.50851 -2.36910
C -3.68733 -0.93283 -2.23006
C -2.75747 1.02336 -3.49224
C -3.49253 -0.15595 -3.40079
O -4.18824 -0.45558 -4.56750
H -0.26664 1.63671 -0.43322
H -0.68629 0.16188 0.33543
H -1.57054 2.87903 1.34179
H -2.98066 -0.94051 -0.17196
H -1.59018 2.43472 -2.47665
H -4.32119 -1.86827 -2.19310
H -2.98952 1.63550 -4.37903
H -5.07839 -0.14776 -4.70940
H -1.31876 1.46164 2.32052
H -2.86247 1.79528 1.38878
C 1.83174 -0.89257 -0.02736
C 0.84766 -2.08236 0.17211
C 2.79722 -0.53366 1.07785
C 3.37721 0.71380 1.15280
C 2.95387 -1.51917 2.07674
C 4.02189 1.03997 2.37449
C 3.68106 -1.16911 3.25414
C 4.28997 0.05174 3.36659
H 2.28850 -1.08241 -1.08377
H 1.16766 -0.00892 -0.24945
H 0.15775 -2.15615 -0.75384
H 3.34663 1.45281 0.32536
H 2.47584 -2.45518 2.04872
H 4.26235 2.06542 2.71721
H 3.98501 -2.01721 3.94547
H 4.88677 0.25718 4.27825
H 0.04122 -1.74363 0.97993
H 1.40437 -2.99326 0.45393

***

[6]
63
Properties=species:S:1:pos:R:3 method="wB97M-V/def2-TZVPD" total_energy_ha=-3195.9461 total_charge=0 e_lumo_ha=-0.141 homo_lumo_gap_ev=6.67 e_homo_ev=-10.508
Be -3.10472 -0.57655 -1.55943
B -1.41883 0.66582 -4.81043
F -0.13948 1.04561 -5.13652
F -2.31460 1.69993 -5.09861
F -1.77368 -0.49511 -5.56206
F -1.55871 0.22700 -3.45710
C -1.69859 1.57563 1.46186
F -1.80895 0.52806 2.25722
F -2.89180 2.15273 1.31930
F -0.88752 2.46648 2.00545
S -1.00854 1.07922 -0.24523
O -1.96435 1.55881 -1.22337
O 0.31335 1.58810 -0.29860
N -1.27438 -0.58160 -0.27007
S 0.10015 -1.32695 -0.10026
O 0.76502 -1.44660 -1.36840
O 0.91385 -0.81425 0.97483
C -0.38042 -3.05042 0.51241
F -0.69663 -2.99324 1.79209
F -1.46412 -3.39237 -0.19053
F 0.64604 -3.84062 0.27951
C 0.25209 4.63269 -1.41464
C 0.42232 3.88542 -2.64983
N 0.62265 3.36280 -3.64768
H -0.76748 4.61664 -1.02239
H 0.44156 5.69576 -1.56314
H 0.89014 4.25629 -0.61639
C -6.38748 1.03863 1.46640
C -5.16796 0.59816 0.78537
N -4.21217 0.21104 0.28245
H -7.22900 0.64933 0.88938
H -6.48827 2.11953 1.42325
H -6.40705 0.57433 2.44862
C 0.06577 -3.63888 -3.73350
C -1.05598 -2.92440 -3.14996
N -1.93911 -2.36868 -2.68978
H 0.22713 -4.49361 -3.06869
H 0.98885 -3.06649 -3.65987
H -0.08689 -3.99691 -4.74583
C 3.69855 1.21324 0.66720
C 3.57172 2.65271 0.47002
N 3.52394 3.79354 0.36371
H 4.63213 0.90166 0.19463
H 2.93551 0.63598 0.14613
H 3.70069 0.96618 1.72517
C 0.82394 -1.84990 4.15997
C -0.22813 -2.48578 4.95514
N -1.07399 -3.02312 5.51182
H 1.34178 -2.58690 3.55316
H 1.44264 -1.25602 4.82618
H 0.27174 -1.22400 3.45725
C 1.72280 4.23808 2.81444
C 2.73544 3.31890 3.31393
N 3.56408 2.64549 3.73714
H 1.24166 3.81570 1.93490
H 2.00166 5.27500 2.66710
H 0.90975 4.23574 3.54882
C 3.57657 -4.24882 -0.89216
C 3.26737 -5.64331 -0.57767
N 2.98646 -6.73032 -0.34730
H 2.98701 -3.66633 -0.18724
H 3.20614 -4.12602 -1.90795
H 4.63834 -4.07304 -0.75029

***

[7]
45
Properties=species:S:1:pos:R:3 method="wB97M-V/def2-TZVPD" total_energy_ha=-2061.5526 total_charge=-2 e_lumo_ha=0.178 homo_lumo_gap_ev=4.86 e_homo_ev=-0.031
C -0.75659 0.67228 -2.91193
C -1.60138 -0.42626 -2.60532
C -0.78268 -1.56396 -2.38966
C -3.07541 -0.41234 -2.59368
C 0.56730 -1.17613 -2.59275
C 0.58433 0.20388 -2.92538
C 1.76787 0.99028 -3.32214
C -1.21029 2.03172 -3.27138
C -1.27153 -2.93133 -2.13303
C 1.74209 -2.06816 -2.56652
Pb 0.55299 2.69349 0.25177
Cl -1.23038 -1.09086 1.36129
Cl -0.45417 4.91249 -0.42478
O 1.48752 -0.45616 1.31448
H -3.46708 0.56805 -2.30305
H -3.47358 -1.17111 -1.91077
H -3.47313 -0.63652 -3.59355
H -2.03249 -2.93597 -1.34503
H -0.45485 -3.59113 -1.82701
H -1.72876 -3.36990 -3.03187
H 1.59149 -2.90601 -1.87759
H 2.64807 -1.52779 -2.27016
H 1.93328 -2.50067 -3.55932
H 2.68771 0.47467 -3.02465
H 1.79124 1.98357 -2.85472
H 1.81109 1.11713 -4.41668
H -2.02805 2.37128 -2.62233
H -1.58900 2.06522 -4.30539
H -0.39764 2.76382 -3.19584
H 1.73942 -1.31126 0.91999
O 2.33993 3.04458 -0.78469
H 2.41776 4.00722 -0.95775
O 0.56344 -1.59084 3.38254
B 0.39979 -0.60840 2.21345
O 0.36278 0.75806 2.92666
C 0.46000 0.52581 4.22538
C 0.51633 1.45150 5.26042
C 0.26623 0.99816 6.55019
C -0.06486 -0.34421 6.78646
C 0.02737 -1.31036 5.78139
C 0.40165 -0.89442 4.49811
H 0.71298 2.49063 5.01694
H 0.29089 1.70623 7.37674
H -0.39683 -0.64367 7.78018
H -0.17484 -2.36260 5.97096

***

[8]
48
Properties=species:S:1:pos:R:3 method="wB97M-V/def2-TZVPD" total_energy_ha=-2437.3779 total_charge=0 e_lumo_ha=-0.029 homo_lumo_gap_ev=6.78 e_homo_ev=-7.578
Os -0.33154 -0.18270 0.42547
C 1.48227 2.21988 3.91454
C 1.24767 1.40367 2.67937
S -0.24554 0.52536 2.55362
C 2.15514 1.29131 1.68265
C 3.47004 2.01539 1.65538
S 1.82440 0.24916 0.32723
H 0.79974 1.92268 4.70999
H 1.31265 3.28142 3.71811
H 2.50365 2.11265 4.28318
H 4.01645 1.87494 2.59010
H 3.32565 3.08947 1.51691
H 4.09964 1.65784 0.84137
F -2.13031 1.16513 -5.54703
C -2.07501 1.26495 -4.20846
F -3.34065 1.31495 -3.75663
F -1.50196 2.44394 -3.91507
C -1.31913 0.11688 -3.59942
C -0.83255 -0.93620 -4.37028
C -0.16513 -1.97890 -3.76761
C 0.02446 -1.94585 -2.39050
N -0.42313 -0.94150 -1.65707
C -1.11100 0.07596 -2.23506
S -1.57174 1.16569 -0.89808
H -0.98892 -0.92780 -5.44040
H 0.21056 -2.80938 -4.34662
H 0.53524 -2.73244 -1.84924
C -3.37355 -3.62526 3.35234
C -2.73528 -3.44405 1.98782
C -3.72887 -3.78053 0.88481
O -2.38052 -2.04554 1.82940
B -1.20705 -1.99743 1.12403
O -0.65411 -3.24361 0.93346
C -1.36024 -4.15427 1.81570
C -0.55922 -4.22752 3.10785
C -1.42862 -5.51815 1.15588
H -4.35575 -3.15351 3.36710
H -2.76448 -3.17301 4.13195
H -3.50324 -4.68600 3.57758
H -4.58702 -3.11506 0.97330
H -4.07948 -4.81047 0.96200
H -3.28612 -3.63878 -0.10219
H -0.47645 -3.24737 3.57907
H 0.44553 -4.58039 2.87641
H -1.01193 -4.91760 3.82071
H -1.84227 -5.45403 0.15142
H -2.04631 -6.20084 1.74298
H -0.42651 -5.94150 1.08927

***

[9]
47
Properties=species:S:1:pos:R:3 method="wB97M-V/def2-TZVPD" total_energy_ha=-6576.0184 total_charge=+1 e_lumo_ha=-0.199 smiles=CCOCCOCCOC[n+]1ncc(Br)c(P(O)Br)c1-c1ccncc1 homo_lumo_gap_ev=6.29 e_homo_ev=-11.710
C 0.43856 0.15646 7.31623
C -0.12560 0.38890 5.79525
O 0.12960 1.76843 5.26260
C -0.87845 1.91753 4.20320
C -0.41967 2.80196 2.90800
O 1.00980 2.82683 2.61087
C 1.59980 1.50580 2.40592
C 1.01109 0.67106 1.09844
O 1.82900 0.93338 -0.11743
C 1.55578 -0.07291 -1.17097
N 0.85597 0.61859 -2.36591
N 1.02500 1.96884 -2.40318
C 0.40254 2.72006 -3.52204
C -0.52972 2.03058 -4.72701
Br -1.28246 3.15270 -6.18931
C -0.71706 0.37415 -4.57995
P -1.76325 -0.62187 -5.82665
O -3.00111 0.33880 -6.61218
Br -3.06016 -2.21590 -4.74923
C 0.09827 -0.30852 -3.28563
C 0.03634 -1.93944 -3.11381
C 0.88746 -2.94531 -4.07214
C 0.81005 -4.52822 -3.83096
N 0.05132 -5.35367 -2.85243
C -0.71351 -4.39362 -2.00928
C -0.82903 -2.79493 -2.03507
H 0.82769 -0.96766 7.38297
H 1.23342 0.93944 7.67684
H -0.51250 0.18362 8.03518
H 0.37745 -0.44533 5.11771
H -1.29197 0.14037 5.83499
H -1.32983 0.91379 3.79836
H -1.79246 2.50479 4.69857
H -1.11447 2.48936 1.98956
H -0.73441 3.92989 3.14214
H 2.75195 1.69054 2.15188
H 1.59065 0.79117 3.33353
H -0.14265 0.85522 0.90707
H 1.07024 -0.47139 1.44327
H 0.90713 -0.90948 -0.67967
H 2.60813 -0.45902 -1.54547
H 0.55793 3.90105 -3.60726
H -3.58186 0.77070 -5.88969
H 1.55707 -2.50186 -4.93318
H 1.49559 -5.18130 -4.56259
H -1.37607 -4.93475 -1.17363
H -1.52158 -2.23881 -1.25793

***

[10]
49
Properties=species:S:1:pos:R:3 method="wB97M-V/def2-TZVPD" total_energy_ha=-5815.7735 total_charge=0 e_lumo_ha="-0.022 / -0.022" spin_multiplicity=5 homo_lumo_gap_ev="7.61 / 7.93" e_homo_ev="-8.198 / -8.522"
Cr -0.93608 0.45575 -1.89741
C -3.36641 1.33835 2.60790
C -1.88465 1.08378 2.47069
O -1.64228 -0.31362 2.17927
P -1.10330 -0.68587 0.70108
O 0.48359 -0.91542 0.82230
C 1.09368 -1.82879 1.75761
C 1.52897 -1.09730 3.00812
O -1.55429 -2.22620 0.61110
C -2.93685 -2.58551 0.82793
C -3.08247 -3.29132 2.15468
H -3.54010 2.38702 2.85363
H -3.78890 0.72660 3.40446
H -3.88533 1.11296 1.67682
H -1.33824 1.29385 3.39120
H -1.44805 1.69930 1.67773
H 1.94504 -2.26084 1.22989
H 0.39124 -2.63304 1.97922
H 2.13523 -0.23119 2.74570
H 2.12718 -1.75362 3.64027
H 0.66677 -0.76002 3.58121
H -3.21025 -3.23357 -0.00624
H -3.56797 -1.69630 0.77427
H -2.46038 -4.18584 2.18277
H -4.11900 -3.59426 2.30373
H -2.79354 -2.63514 2.97430
O 2.11336 3.03845 -0.94462
C 2.12193 1.96745 -1.51019
N 1.00579 1.22685 -1.85521
C 1.39253 0.10283 -2.48634
O 0.52423 -0.71503 -2.86247
C 2.86113 0.03721 -2.59988
C 3.72077 -0.89410 -3.14665
C 5.08106 -0.61442 -3.05792
C 5.54367 0.54730 -2.44790
C 4.66715 1.48011 -1.89785
C 3.32112 1.19896 -1.98661
H 3.35736 -1.79546 -3.61875
H 5.79489 -1.31381 -3.47213
H 6.60899 0.72727 -2.40035
H 5.02111 2.38367 -1.42219
Cl -1.98367 2.62292 -1.03180
C -0.95767 3.85265 -1.84444
Cl -0.92979 3.58068 -3.57185
H 0.04764 3.75688 -1.43752
H -1.42232 4.80913 -1.63085
Se -3.05597 -0.64662 -2.73986
C -4.00056 0.02605 -1.30625
N -4.54636 0.45123 -0.38063